The following is a DFT calculation (wB97M-V/def2-TZVPD) of a 2-piece molecular cluster, C40H41N3O2 overall in a non-equilibrium geometry.

- charge = 0
- HOMO level (eV) = -6.585
- energy above the lowest of the compared OMol25 structures with the same formula, charge and spin (kcal/mol) = 6.5

The geometry in XYZ format:
```
86
C40H41N3O2 | OMol25 | wB97M-V/def2-TZVPD
C 5.71752 -1.42111 2.96246
C 4.36924 -0.79130 3.12128
C 4.21436 0.59606 2.99334
C 2.97349 1.20027 3.21250
C 2.80400 2.67032 3.03694
C 1.89238 0.36390 3.51270
N 0.62104 0.96599 3.67701
C -0.49596 0.62376 2.94475
C -0.46456 -0.18669 1.82726
N -1.56788 1.15019 3.64164
C -2.90127 0.67995 3.50532
C -3.42339 -0.15522 4.49844
C -2.63906 -0.56160 5.70235
C -4.70103 -0.67881 4.29676
C -5.43894 -0.35738 3.15586
C -6.78470 -0.99050 2.95817
C -4.90478 0.52540 2.20995
C -3.62565 1.06189 2.37946
C -3.02310 2.02507 1.41065
C -1.09670 1.84832 4.73805
C 0.24668 1.77544 4.74027
C 2.01366 -1.02298 3.67808
C 0.87687 -1.89158 4.13290
C 3.26100 -1.59305 3.42050
H 5.60847 -2.50236 2.84927
H 6.22796 -1.01856 2.08401
H 6.35426 -1.23555 3.83567
H 5.06186 1.22374 2.71035
H 2.05806 3.10218 3.70639
H 3.75363 3.17248 3.22536
H 2.52018 2.91858 2.00809
H -1.39896 -0.34212 1.29537
H 0.41219 -0.80890 1.74125
H -3.24584 -1.25868 6.29284
H -1.71164 -1.09239 5.44013
H -2.38454 0.27464 6.36376
H -5.10554 -1.37394 5.03786
H -7.25333 -0.62109 2.04412
H -6.69172 -2.08086 2.88242
H -7.44794 -0.78352 3.80681
H -5.47784 0.78804 1.31820
H -3.74047 2.24333 0.61456
H -2.75356 2.97725 1.88629
H -2.11585 1.62085 0.94814
H -1.78753 2.30241 5.43514
H 0.96181 2.18416 5.43744
H 1.23954 -2.92310 4.24323
H 0.46180 -1.59398 5.10533
H 0.05073 -1.92754 3.41847
H 3.37474 -2.67909 3.46778
O 2.31006 3.57545 0.00655
C 1.79791 3.94737 -1.07554
O 2.28087 4.18188 -2.19993
C 0.23833 4.01330 -1.07936
C -0.36708 4.92113 -2.15715
C -0.85002 3.96782 -3.19966
C -0.63064 2.64544 -2.77772
C -0.87562 1.56145 -3.61627
C -1.47957 1.81815 -4.84855
C -1.78313 3.13212 -5.25270
C -1.44630 4.21078 -4.42901
N -0.10394 2.66354 -1.48904
C 0.19351 1.61620 -0.70009
C -0.20665 0.30688 -0.93050
C 0.58889 -0.75849 -0.50541
C 0.55946 -2.02412 -1.21597
C 1.74537 -2.75379 -1.50133
C 1.73734 -3.78892 -2.42928
C 0.53882 -4.18970 -3.03307
C -0.65012 -3.52033 -2.72212
C -0.64582 -2.47184 -1.80209
H -0.10550 4.23033 -0.06136
H -1.19381 5.49180 -1.70797
H 0.37354 5.62936 -2.55161
H -0.58396 0.55778 -3.30517
H -1.71269 0.98842 -5.51491
H -2.26783 3.31302 -6.21405
H -1.63961 5.24018 -4.72576
H 0.80556 1.85620 0.17279
H -1.16750 0.14285 -1.42401
H 1.50838 -0.50295 0.03087
H 2.68362 -2.42229 -1.05473
H 2.66278 -4.29401 -2.70470
H 0.53227 -4.98605 -3.78166
H -1.58686 -3.81099 -3.20154
H -1.58131 -1.94201 -1.59474
```

Let us look at the Löwdin charges, expressed in e, one per atom: C -0.0598; C -0.2688; C 0.0079; C -0.1789; C -0.0227; C -0.1406; N 0.0126; C -0.2614; C -0.0048; N 0.0158; C -0.1397; C -0.1826; C -0.0291; C -0.0040; C -0.2668; C -0.0581; C 0.0049; C -0.1973; C -0.0278; C -0.0619; C -0.0407; C -0.1982; C -0.0378; C -0.0088; H 0.0724; H 0.0807; H 0.0858; H 0.1262; H 0.0632; H 0.0875; H 0.0589; H 0.0634; H 0.0417; H 0.0804; H 0.0762; H 0.0774; H 0.1220; H 0.0729; H 0.0846; H 0.0835; H 0.1164; H 0.0820; H 0.0969; H 0.0505; H 0.1272; H 0.1271; H 0.0818; H 0.0811; H 0.0632; H 0.1147; O -0.0439; C -0.6570; O 0.0015; C -0.1611; C -0.0555; C -0.1317; C -0.1319; C 0.0063; C -0.0700; C -0.0690; C -0.0157; N 0.0550; C 0.0253; C -0.1027; C -0.0208; C -0.2034; C -0.0189; C -0.0786; C -0.0796; C -0.0765; C -0.0340; H 0.1565; H 0.1265; H 0.1333; H 0.1020; H 0.1042; H 0.1049; H 0.1187; H 0.1468; H 0.1168; H 0.1327; H 0.1170; H 0.1069; H 0.1060; H 0.1061; H 0.1148